Entry 1:
14
Properties=species:S:1:pos:R:3:lowdin_charge:R:1 method="wB97M-V/def2-TZVPD" homo_lumo_gap_ev=10.45 mol_weight_g_mol=88.1 homo_ev=-9.8 relative_energy_kcal_mol=27.7 smiles="C[C@H](C=O)CO" fmax_ev_per_a=0.53
C 1.25 0.92 0.10 -0.07
C 0.19 -0.14 -0.21 -0.33
C -0.98 -0.09 0.78 -0.25
O -1.69 -1.31 0.86 -0.06
C -0.33 -0.01 -1.62 -0.23
O 0.12 0.74 -2.45 0.06
H 2.02 0.94 -0.67 0.08
H 1.71 0.73 1.07 0.08
H 0.79 1.92 0.13 0.09
H 0.63 -1.15 -0.13 0.15
H -0.62 0.23 1.77 0.12
H -1.72 0.66 0.46 0.13
H -1.16 -1.92 1.38 0.09
H -1.20 -0.66 -1.86 0.13


Entry 2:
55
Properties=species:S:1:pos:R:3:mulliken_spin:R:1 method="wB97M-V/def2-TZVPD" homo_lumo_gap_ev="5.38 / 5.56" mol_weight_g_mol=709.0 homo_ev="-0.6 / -0.8" relative_energy_kcal_mol=2.7 s_squared=0.78 charge=-2 spin_multiplicity=2 fmax_ev_per_a=1.39
Hf -0.19 0.19 -0.02 -0.05
C 4.87 2.08 1.12 0.00
C 3.42 1.99 0.65 0.00
C 2.61 3.18 1.17 0.00
C 2.78 0.67 1.03 -0.01
C 2.54 0.34 2.34 0.08
C 1.76 -0.84 2.57 -0.04
C 1.41 -1.74 1.61 0.07
C 0.64 -2.98 1.92 0.00
C 1.93 -1.63 0.19 0.00
C 2.40 -0.19 -0.03 0.06
H 5.33 3.02 0.80 0.00
H 5.46 1.25 0.72 0.00
H 4.93 2.02 2.21 0.00
H 3.42 2.04 -0.44 0.00
H 2.58 3.18 2.26 0.00
H 1.57 3.12 0.82 0.00
H 3.04 4.13 0.84 0.00
H 2.71 1.04 3.14 0.01
H 1.36 -1.00 3.57 0.00
H 0.29 -3.00 2.96 0.00
H 1.27 -3.87 1.75 0.00
H -0.23 -3.09 1.27 0.00
H 2.70 -2.42 0.00 -0.03
H 2.70 0.07 -1.04 -0.02
S -4.01 -0.25 2.80 0.00
Sb -3.09 1.22 1.28 0.00
S -0.72 1.45 2.02 0.00
S -2.52 -0.24 -0.68 0.02
C 0.77 -1.65 -0.78 0.64
C 1.03 -1.86 -2.18 -0.02
C 2.32 -2.09 -2.71 0.15
C 2.53 -2.23 -4.08 -0.10
C 1.46 -2.18 -4.97 0.19
C 0.18 -1.97 -4.47 -0.09
C -0.04 -1.82 -3.11 0.11
H 3.16 -2.13 -2.04 0.01
H 3.54 -2.38 -4.45 -0.01
H 1.63 -2.28 -6.04 0.02
H -0.67 -1.92 -5.15 -0.01
H -1.04 -1.65 -2.73 0.01
C -0.70 1.89 -4.04 0.00
Si -0.43 2.71 -2.40 0.00
C 0.78 4.13 -2.65 0.00
C -2.04 3.45 -1.84 0.00
O 0.22 1.68 -1.32 -0.01
H -1.03 2.63 -4.79 0.00
H -1.47 1.12 -3.95 0.00
H 0.21 1.41 -4.41 0.00
H 0.36 4.88 -3.33 0.00
H 1.72 3.76 -3.08 0.00
H 1.01 4.61 -1.70 0.00
H -2.33 4.26 -2.52 0.00
H -1.96 3.85 -0.83 0.00
H -2.82 2.69 -1.82 0.00


Entry 3:
81
Properties=species:S:1:pos:R:3:mulliken_spin:R:1 method="wB97M-V/def2-TZVPD" homo_lumo_gap_ev="3.43 / 3.87" mol_weight_g_mol=746.0 homo_ev="-1.4 / -1.8" relative_energy_kcal_mol=2.3 s_squared=6.05 charge=-1 spin_multiplicity=5 fmax_ev_per_a=1.02
Cr -0.01 0.52 0.23 4.14
O 0.22 -2.53 -0.19 0.00
C 0.51 -1.39 0.73 -0.21
C 1.12 -1.82 1.89 0.06
C 1.64 -3.13 2.20 -0.01
C 2.29 -3.39 3.38 0.00
C 2.47 -2.41 4.38 0.05
C 1.92 -1.16 4.15 -0.02
C 1.27 -0.85 2.97 0.06
P 0.34 0.63 2.62 -0.16
C -1.20 0.36 3.59 -0.07
C -1.32 0.60 4.96 0.01
C -2.48 0.28 5.64 0.00
C -3.55 -0.31 4.96 0.01
C -3.43 -0.57 3.61 0.01
C -2.27 -0.22 2.92 0.05
C 1.22 1.98 3.49 0.02
C 2.61 1.99 3.42 0.01
C 3.35 3.02 3.99 0.00
C 2.70 4.08 4.62 -0.01
C 1.31 4.10 4.66 0.00
C 0.58 3.06 4.09 -0.01
H 1.52 -3.93 1.48 0.01
H 2.67 -4.39 3.55 0.00
H 2.99 -2.64 5.30 0.01
H 2.00 -0.39 4.93 0.00
H -0.49 1.03 5.51 0.00
H -2.56 0.48 6.70 0.00
H -4.45 -0.57 5.50 0.00
H -4.25 -1.04 3.07 0.00
H -2.18 -0.43 1.86 0.01
H 3.12 1.16 2.94 -0.01
H 4.43 3.01 3.93 0.00
H 3.27 4.88 5.07 0.00
H 0.79 4.93 5.12 0.00
H -0.50 3.11 4.09 0.00
O -2.02 1.22 -0.65 -0.04
S -3.15 2.15 -0.87 0.00
C -3.32 2.29 -2.70 0.00
C -2.35 1.37 -3.43 0.00
C -0.95 1.96 -3.62 0.00
C -0.04 0.98 -4.37 0.00
S 0.81 -0.17 -3.22 0.00
O 0.12 0.07 -1.92 0.02
C 2.41 0.65 -3.13 -0.01
C 3.25 0.57 -4.23 0.00
C 4.50 1.16 -4.17 0.00
C 4.90 1.81 -3.00 0.00
C 4.06 1.85 -1.91 0.02
C 2.80 1.26 -1.96 -0.07
C -4.61 1.14 -0.56 0.00
C -5.82 1.75 -0.29 0.00
C -6.93 0.96 0.00 0.00
C -6.80 -0.42 0.04 0.00
C -5.57 -1.02 -0.21 0.00
C -4.46 -0.24 -0.51 0.01
H -3.13 3.34 -2.93 0.00
H -4.36 2.06 -2.93 0.00
H -2.78 1.15 -4.42 0.00
H -2.27 0.43 -2.89 0.00
H -0.52 2.19 -2.65 0.01
H -1.01 2.89 -4.19 0.00
H 0.74 1.49 -4.95 0.00
H -0.61 0.35 -5.05 0.00
H 2.94 0.04 -5.13 0.00
H 5.16 1.10 -5.02 0.00
H 5.87 2.27 -2.96 0.00
H 4.37 2.33 -0.99 0.00
H 2.14 1.26 -1.09 0.02
H -5.90 2.83 -0.30 0.00
H -7.88 1.43 0.22 0.00
H -7.66 -1.03 0.28 0.00
H -5.47 -2.09 -0.16 0.00
H -3.48 -0.68 -0.67 0.01
F 0.79 -4.01 -1.87 0.00
B 1.07 -2.93 -1.11 0.01
F 2.26 -2.36 -1.40 0.00
Cl -0.63 3.82 0.89 0.01
C 0.60 2.69 0.02 0.04
H 1.56 3.01 0.45 0.00
H 0.58 3.12 -1.00 0.01


Entry 4:
102
Properties=species:S:1:pos:R:3:lowdin_charge:R:1 method="wB97M-V/def2-TZVPD" homo_lumo_gap_ev=9.95 mol_weight_g_mol=512.8 homo_ev=-9.3 relative_energy_kcal_mol=38.1 smiles=CC(C)O.CC(C)O.CC(C)O.CC(C)O.CC(C)O.CC(C)O.CC(C)O.CC(C)O.CO fmax_ev_per_a=3.20
C -9.84 -16.92 3.54 -0.13
O -11.02 -16.23 3.11 -0.14
H -9.19 -17.30 2.70 0.10
H -9.22 -16.27 4.13 0.07
H -10.08 -17.75 4.20 0.05
H -11.65 -16.53 3.77 0.03
C -18.63 -18.88 3.84 -0.04
C -17.51 -19.48 4.66 -0.42
C -16.69 -20.57 3.88 -0.04
O -16.52 -18.53 5.17 -0.08
H -18.23 -18.73 2.87 0.07
H -18.89 -17.86 4.18 0.05
H -19.56 -19.44 3.76 0.09
H -17.83 -20.08 5.51 0.13
H -15.89 -20.13 3.30 0.06
H -17.34 -21.19 3.27 0.08
H -16.22 -21.22 4.62 0.08
H -15.70 -18.75 4.72 0.05
C -19.97 -15.48 4.98 -0.09
C -19.20 -14.90 3.87 -0.50
C -19.79 -15.30 2.52 -0.04
O -19.09 -13.44 3.94 -0.07
H -20.94 -15.05 4.96 0.08
H -19.47 -15.26 5.91 0.06
H -20.11 -16.55 4.90 0.07
H -18.14 -15.31 4.00 0.14
H -20.87 -15.15 2.56 0.08
H -19.57 -16.39 2.38 0.08
H -19.35 -14.76 1.67 0.07
H -18.57 -13.20 4.74 0.09
C -13.96 -10.66 2.56 -0.06
C -15.25 -10.51 3.40 -0.47
C -15.96 -11.80 3.84 -0.06
O -14.98 -9.82 4.64 -0.07
H -13.55 -9.63 2.32 0.10
H -14.22 -11.12 1.61 0.07
H -13.25 -11.30 3.04 0.07
H -15.90 -9.91 2.76 0.13
H -16.87 -11.49 4.32 0.06
H -15.33 -12.30 4.62 0.10
H -16.16 -12.55 3.02 0.08
H -14.23 -9.20 4.54 0.09
C -10.74 -17.87 6.94 -0.06
C -12.08 -17.15 6.75 -0.42
C -11.92 -15.65 7.22 -0.05
O -12.46 -16.94 5.38 -0.09
H -10.59 -18.02 8.07 0.11
H -9.96 -17.26 6.56 0.05
H -10.70 -18.86 6.45 0.07
H -12.89 -17.65 7.28 0.13
H -12.88 -15.14 7.00 0.08
H -11.09 -15.21 6.71 0.06
H -11.76 -15.52 8.29 0.07
H -13.06 -17.54 4.94 0.04
C -16.57 -16.34 9.27 -0.03
C -17.12 -17.60 8.43 -0.48
C -18.10 -17.09 7.32 -0.06
O -16.06 -18.31 7.97 -0.04
H -15.95 -15.72 8.67 0.06
H -16.02 -16.63 10.14 0.06
H -17.43 -15.82 9.59 0.05
H -17.72 -18.20 9.13 0.13
H -19.06 -16.67 7.70 0.09
H -18.34 -17.96 6.64 0.07
H -17.50 -16.42 6.69 0.08
H -16.05 -18.40 7.00 0.05
C -11.77 -15.24 -2.63 -0.06
C -11.35 -13.89 -2.08 -0.50
C -10.46 -13.20 -3.09 -0.08
O -12.43 -13.01 -1.69 -0.07
H -12.51 -15.70 -1.97 0.07
H -10.90 -15.89 -2.75 0.08
H -12.17 -15.09 -3.64 0.08
H -10.75 -14.00 -1.17 0.14
H -9.63 -13.86 -3.27 0.07
H -9.99 -12.28 -2.71 0.09
H -11.02 -12.99 -4.02 0.09
H -13.00 -12.92 -2.49 0.10
C -13.00 -20.84 4.17 -0.05
C -12.52 -19.57 3.45 -0.42
C -12.11 -19.64 1.98 -0.02
O -13.59 -18.58 3.63 -0.10
H -12.16 -21.55 4.25 0.08
H -13.77 -21.34 3.55 0.08
H -13.31 -20.62 5.20 0.09
H -11.67 -19.30 4.09 0.10
H -11.41 -18.91 1.69 0.06
H -12.95 -19.57 1.33 0.07
H -11.60 -20.61 1.81 0.10
H -13.48 -17.93 2.92 0.04
C -15.64 -16.03 1.43 -0.07
C -14.26 -15.55 1.26 -0.48
C -14.13 -14.36 2.11 -0.08
O -13.35 -16.56 1.78 -0.09
H -16.46 -15.31 1.13 0.11
H -15.82 -16.23 2.49 0.08
H -15.80 -16.98 0.84 0.10
H -14.04 -15.37 0.19 0.14
H -14.52 -14.48 3.16 0.11
H -14.61 -13.47 1.70 0.07
H -13.09 -14.07 2.27 0.09
H -12.45 -16.19 1.87 0.07


Entry 5:
14
Properties=species:S:1:pos:R:3:lowdin_charge:R:1 method="wB97M-V/def2-TZVPD" homo_lumo_gap_ev=9.75 mol_weight_g_mol=88.1 homo_ev=-9.1 relative_energy_kcal_mol=90.6 smiles="OC1=CC1.CO" fmax_ev_per_a=0.43
C -0.87 -0.41 -1.79 -0.17
C 0.45 0.91 0.97 -0.38
O -0.12 2.06 0.62 0.10
C 0.24 -0.39 1.65 -0.09
C 1.50 0.16 0.99 0.01
O 0.12 -1.35 -1.44 -0.12
H -1.36 0.03 -0.90 0.06
H -1.63 -0.94 -2.37 0.08
H -0.47 0.41 -2.40 0.09
H -1.05 2.04 0.90 0.12
H 0.17 -0.42 2.75 0.08
H -0.32 -1.19 1.15 0.08
H 2.55 -0.03 0.80 0.10
H 0.80 -0.87 -0.95 0.04


Entry 6:
92
Properties=species:S:1:pos:R:3:mulliken_spin:R:1 method="wB97M-V/def2-TZVPD" homo_lumo_gap_ev="7.08 / 7.09" mol_weight_g_mol=1014.8 homo_ev="-5.0 / -5.0" relative_energy_kcal_mol=0.0 s_squared=2.00 charge=-1 spin_multiplicity=3 fmax_ev_per_a=2.65
Pr -0.55 -0.56 -0.86 2.01
S -0.97 -2.71 -3.11 0.00
C -1.63 -3.39 -1.74 0.00
N -1.56 -2.86 -0.53 0.00
C -2.20 -3.61 0.41 0.00
C -2.30 -3.31 1.77 0.00
C -3.00 -4.17 2.59 0.00
C -3.61 -5.31 2.09 0.00
C -3.52 -5.63 0.75 0.00
C -2.80 -4.79 -0.08 0.00
S -2.50 -4.94 -1.79 0.00
H -1.81 -2.42 2.15 0.00
H -3.09 -3.95 3.65 0.00
H -4.16 -5.97 2.76 0.00
H -4.00 -6.52 0.35 0.00
O 1.39 0.33 0.03 0.00
S 1.22 -0.14 1.41 0.00
O 1.88 -1.40 1.66 0.00
N -0.32 -0.35 1.59 -0.01
C -1.20 0.32 2.37 0.00
C -0.89 0.96 3.57 0.00
C -1.89 1.55 4.35 0.00
C -3.21 1.50 3.98 0.00
C -3.57 0.87 2.78 0.00
C -4.91 0.76 2.33 0.00
C -5.17 0.14 1.14 0.00
C -4.11 -0.37 0.38 0.00
N -2.85 -0.28 0.76 0.00
C -2.57 0.30 1.94 0.00
C 2.05 1.12 2.38 0.00
C 3.04 0.76 3.28 0.00
C 3.76 1.76 3.92 0.00
C 3.49 3.09 3.64 0.00
C 2.51 3.44 2.72 0.00
C 1.79 2.44 2.08 0.00
H 0.14 0.99 3.89 0.00
H -1.60 2.04 5.26 0.00
H -3.97 1.94 4.60 0.00
H -5.70 1.18 2.94 0.00
H -6.18 0.04 0.77 0.00
H -4.29 -0.84 -0.58 0.00
H 3.22 -0.28 3.47 0.00
H 4.54 1.50 4.61 0.00
H 4.07 3.87 4.13 0.00
H 2.32 4.47 2.50 0.00
H 1.02 2.68 1.37 0.00
C 1.89 -4.10 0.40 0.00
P 1.65 -2.73 -0.81 0.00
C 2.00 -3.73 -2.32 0.00
C 3.23 -1.82 -0.81 0.00
C 4.30 -2.16 0.01 0.00
C 5.47 -1.43 -0.01 0.00
C 5.59 -0.35 -0.87 0.00
C 4.53 0.01 -1.68 0.00
C 3.34 -0.71 -1.66 0.00
P 1.83 -0.17 -2.57 0.00
C 2.33 -0.48 -4.32 0.00
C 2.05 1.67 -2.59 0.00
H 2.78 -4.70 0.19 0.00
H 1.01 -4.74 0.32 0.00
H 1.93 -3.69 1.41 0.00
H 3.05 -4.06 -2.34 0.00
H 1.78 -3.14 -3.21 0.00
H 1.35 -4.60 -2.32 0.00
H 4.20 -2.98 0.70 0.00
H 6.29 -1.69 0.65 0.00
H 6.50 0.24 -0.88 0.00
H 4.62 0.87 -2.32 0.00
H 3.25 0.06 -4.57 0.00
H 1.51 -0.14 -4.94 0.00
H 2.49 -1.55 -4.50 0.00
H 2.95 1.96 -3.13 0.00
H 2.08 2.04 -1.57 0.00
H 1.18 2.09 -3.10 0.00
O -2.34 0.02 -2.09 0.00
C -1.62 0.81 -2.74 0.01
O -0.62 0.48 -3.40 0.00
C -1.85 2.30 -2.58 0.00
C -2.35 3.17 -3.49 0.00
C -2.33 4.56 -3.22 0.00
C -1.77 5.03 -2.05 0.00
C -1.28 4.15 -1.10 0.00
C -1.30 2.73 -1.30 0.00
O -0.83 1.88 -0.50 -0.01
N -0.70 4.71 0.07 0.00
O -0.63 4.04 1.08 0.00
O -0.27 5.85 0.00 0.00
N -2.88 5.46 -4.16 0.00
O -2.75 6.66 -3.96 0.00
O -3.46 5.00 -5.13 0.00
H -2.76 2.83 -4.43 0.00
H -1.73 6.09 -1.86 0.00


Entry 7:
16
Properties=species:S:1:pos:R:3:lowdin_charge:R:1 method="wB97M-V/def2-TZVPD" homo_lumo_gap_ev=8.79 mol_weight_g_mol=134.2 homo_ev=-8.4 relative_energy_kcal_mol=36.0 smiles=CSS.O.O.O fmax_ev_per_a=4.24
C 1.82 1.38 -0.29 -0.50
S 1.74 1.25 -2.07 0.38
S 3.68 1.79 -2.73 0.28
H 2.75 1.84 0.17 0.07
H 1.77 0.49 0.26 0.00
H 0.99 1.81 0.07 -0.03
H 3.92 2.78 -1.86 -0.20
H -0.69 -2.85 0.23 -0.02
H 0.10 -2.74 1.46 0.08
O -0.28 -3.43 0.82 -0.05
H -1.91 1.62 5.57 0.02
H -0.83 0.89 6.36 0.01
O -1.09 1.16 5.50 -0.03
H -4.56 -2.48 -4.52 0.04
H -3.53 -1.55 -4.86 0.00
O -3.88 -1.95 -4.08 -0.04


Entry 8:
19
Properties=species:S:1:pos:R:3:lowdin_charge:R:1 method="wB97M-V/def2-TZVPD" homo_lumo_gap_ev=9.04 mol_weight_g_mol=116.2 homo_ev=-8.0 relative_energy_kcal_mol=58.4 fmax_ev_per_a=5.05
C -0.05 0.16 -0.32 -0.30
C 0.79 1.01 0.52 -0.63
C 0.50 -1.34 0.95 -0.47
C 0.22 -0.03 -1.77 -0.09
C 0.45 2.48 0.38 -0.09
C -0.56 -2.41 1.06 -0.16
S 0.38 0.07 2.09 0.85
H -1.10 0.14 -0.25 0.11
H 1.75 1.01 0.28 0.06
H 1.46 -1.78 0.88 0.07
H -0.42 0.60 -2.35 0.06
H -0.13 -1.07 -2.02 0.10
H 1.24 0.27 -2.02 0.08
H 0.10 2.61 -0.60 0.06
H 1.37 3.11 0.56 0.10
H -0.34 2.77 1.02 0.06
H -1.56 -2.17 1.28 0.05
H -0.19 -3.22 1.70 0.07
H -0.62 -2.88 0.06 0.07


Entry 9:
15
Properties=species:S:1:pos:R:3:mulliken_spin:R:1 method="wB97M-V/def2-TZVPD" homo_lumo_gap_ev="10.95 / 6.98" mol_weight_g_mol=190.0 homo_ev="-25.6 / -27.5" s_squared=6.03 charge=+3 spin_multiplicity=5 fmax_ev_per_a=11.79
Co 0.01 0.45 -0.27 2.78
C 0.63 -1.13 0.55 0.14
O 1.26 -1.99 0.97 0.00
C 1.68 0.85 -0.63 0.02
O 2.66 1.32 -0.99 0.02
C -0.04 1.48 1.30 0.03
O 0.03 1.94 2.36 0.05
C -0.35 -0.30 -1.92 0.05
O -0.48 -0.95 -2.88 0.04
H -1.20 1.45 -0.74 0.07
H -0.48 1.75 -0.98 0.12
N -1.96 -0.67 0.55 0.71
H -1.98 -0.80 1.59 -0.01
H -2.12 -1.62 0.14 -0.01
H -2.78 -0.07 0.30 -0.01


Entry 10:
76
Properties=species:S:1:pos:R:3:lowdin_charge:R:1 method="wB97M-V/def2-TZVPD" homo_lumo_gap_ev=7.08 mol_weight_g_mol=907.0 homo_ev=-4.8 relative_energy_kcal_mol=0.0 charge=-1 fmax_ev_per_a=2.18
Ir -0.56 0.36 -0.33 0.86
C 3.44 1.87 -1.08 -0.03
C 2.28 0.92 -1.25 -0.28
N 1.55 0.64 -0.23 -0.14
N 2.10 0.88 1.03 -0.06
C 1.27 0.92 2.01 -1.08
S -0.47 0.80 1.94 0.55
S 2.01 1.02 3.63 0.86
C 2.89 2.62 3.53 -0.42
C 1.96 3.77 3.77 -0.30
C 1.17 4.29 2.75 -0.03
C 0.24 5.28 3.03 -0.06
C 0.09 5.77 4.32 -0.09
C 0.89 5.27 5.34 -0.09
C 1.81 4.27 5.06 -0.06
C 1.97 0.36 -2.58 -0.11
C 3.00 0.41 -3.54 -0.06
C 2.86 -0.06 -4.82 -0.12
C 1.63 -0.60 -5.22 -0.11
C 0.60 -0.67 -4.32 -0.03
C 0.73 -0.23 -2.98 -0.37
O -0.32 -0.43 -2.21 -0.34
H 3.17 2.61 -0.33 0.06
H 3.65 2.38 -2.01 0.07
H 4.34 1.36 -0.73 0.09
H 3.36 2.63 2.56 0.07
H 3.64 2.56 4.32 0.07
H 1.28 3.91 1.74 0.10
H -0.39 5.67 2.24 0.06
H -0.65 6.53 4.53 0.10
H 0.79 5.65 6.35 0.10
H 2.42 3.87 5.86 0.11
H 3.96 0.81 -3.24 0.10
H 3.69 -0.02 -5.52 0.09
H 1.49 -0.97 -6.23 0.10
H -0.37 -1.07 -4.60 0.11
S -1.50 7.64 0.40 0.57
C -0.87 6.20 -0.13 -1.11
S -1.90 4.83 -0.39 1.00
C -0.54 3.86 -0.90 -1.02
N 0.57 4.51 -0.84 0.01
N 0.41 5.81 -0.42 -0.12
C 1.60 6.61 -0.49 -0.17
C 2.77 6.00 -0.95 -0.02
C 3.93 6.73 -1.08 -0.09
C 3.96 8.08 -0.77 -0.11
C 2.81 8.68 -0.28 -0.09
C 1.63 7.95 -0.13 -0.05
S -0.75 2.31 -1.64 0.63
H 2.75 4.95 -1.20 0.08
H 4.83 6.24 -1.44 0.10
H 4.87 8.66 -0.89 0.10
H 2.81 9.72 0.00 0.10
H 0.76 8.44 0.27 0.01
C -3.22 -4.59 -1.44 -0.07
C -2.32 -5.60 -0.73 -0.41
C -2.67 -5.70 0.75 -0.08
C -0.84 -5.26 -0.92 -0.11
N -0.45 -3.99 -0.33 -0.09
C -0.47 -2.76 -0.84 -0.13
N -0.05 -1.94 0.08 -0.03
N 0.23 -2.68 1.18 0.03
N 0.00 -3.91 0.94 0.07
H -4.26 -4.87 -1.34 0.08
H -2.98 -4.53 -2.50 0.08
H -3.11 -3.59 -1.01 0.06
H -2.46 -6.58 -1.19 0.13
H -2.55 -4.73 1.25 0.08
H -2.04 -6.43 1.27 0.08
H -3.71 -6.00 0.87 0.08
H -0.60 -5.21 -1.99 0.13
H -0.21 -6.02 -0.46 0.12
H -0.78 -2.48 -1.83 0.14
F -3.61 0.69 -0.02 0.10
B -2.54 -0.11 -0.17 -0.83
F -2.95 -1.43 -0.17 0.07


Entry 11:
13
Properties=species:S:1:pos:R:3:lowdin_charge:R:1 method="wB97M-V/def2-TZVPD" homo_lumo_gap_ev=10.12 mol_weight_g_mol=174.1 homo_ev=-11.1 relative_energy_kcal_mol=8.6 fmax_ev_per_a=2.63
C -1.35 0.45 -0.27 0.03
C -1.14 -0.59 0.55 -0.08
C -0.21 1.10 -0.96 -0.48
C 0.60 -1.24 -0.65 -0.44
N 0.15 -1.20 0.65 -0.03
N 1.03 0.39 -0.77 0.01
O -0.25 2.13 -1.55 0.16
O 0.72 -2.02 -1.50 0.25
O 0.75 1.21 1.69 -0.21
O 2.59 -0.31 1.14 -0.20
S 1.31 0.21 0.87 0.71
H -2.31 0.92 -0.36 0.13
H -1.89 -1.05 1.17 0.13